1.
{"formula": "C3H9NO2", "method": "wB97M-V/def2-TZVPD", "species": ["H", "H", "N", "H", "H", "H", "O", "H", "O", "H", "C", "C", "H", "C", "H"], "positions_angstrom": [[-0.476, -0.575, -3.127], [-0.723, -1.665, -1.742], [0.120, 0.267, -1.297], [-1.780, -0.278, -1.970], [2.190, -1.764, -0.172], [-0.362, 1.560, 0.511], [1.405, -1.570, -0.711], [-1.637, 0.975, 2.319], [0.015, 1.777, 1.388], [-0.268, -0.149, 2.055], [1.126, -0.259, -0.705], [-0.550, 0.873, 2.320], [1.849, 0.326, -0.118], [-0.745, -0.620, -2.066], [-0.163, 1.104, 3.315]], "mulliken_charge": [0.272, 0.313, -0.501, 0.279, 0.361, 0.331, -0.508, 0.231, -0.517, 0.214, 0.278, -0.494, 0.358, -0.848, 0.231], "multiplicity": 1, "homo_ha": -0.36439, "homo_lumo_gap_ha": 0.383, "e_above_lowest_kcal_mol": 45.0, "smiles": "C/N=C\\O.CO", "e_tot_ev": -8841.00338}

***

2.
{"formula": "C4H12N2", "method": "wB97M-V/def2-TZVPD", "species": ["H", "H", "H", "N", "H", "H", "H", "C", "C", "H", "H", "H", "H", "N", "C", "H", "H", "C"], "positions_angstrom": [[0.546, 0.456, 2.806], [0.530, -1.426, -1.644], [-1.415, -0.980, 0.663], [0.497, 0.787, 1.856], [-0.776, -2.508, -1.152], [1.109, 1.095, -0.191], [-0.190, 0.081, 0.793], [-1.744, 0.172, -1.089], [-0.797, -0.574, -0.152], [-2.539, -0.485, -1.453], [0.594, -2.241, -0.074], [-1.210, 0.560, -1.959], [3.186, 2.006, 0.632], [2.551, 1.981, 1.416], [-0.070, -1.754, -0.791], [0.455, 0.487, -0.389], [-2.222, 1.009, -0.577], [1.494, 1.335, 1.304]], "mulliken_charge": [0.214, 0.326, 0.298, -0.536, 0.377, -0.206, 0.188, -1.255, 0.330, 0.386, 0.334, 0.328, 0.255, -0.634, -1.243, 0.070, 0.338, 0.429], "multiplicity": 1, "homo_ha": -0.32514, "homo_lumo_gap_ha": 0.351, "e_above_lowest_kcal_mol": 108.7, "e_tot_ev": -7318.31484}

***

3.
{"formula": "C45H53F4N7RbS2Si2", "method": "wB97M-V/def2-TZVPD", "species": ["H", "C", "C", "H", "H", "C", "H", "H", "H", "H", "H", "C", "H", "C", "C", "C", "Si", "H", "H", "H", "C", "C", "C", "H", "C", "C", "C", "C", "F", "C", "C", "C", "H", "H", "H", "C", "C", "C", "C", "F", "C", "H", "C", "C", "C", "C", "S", "C", "H", "H", "H", "H", "H", "C", "H", "H", "H", "H", "H", "H", "C", "H", "C", "H", "H", "S", "H", "C", "N", "H", "H", "C", "C", "H", "Si", "C", "C", "N", "H", "C", "C", "Rb", "C", "H", "H", "H", "C", "N", "H", "H", "F", "H", "H", "N", "C", "N", "N", "H", "H", "C", "F", "C", "C", "H", "C", "H", "H", "H", "H", "C", "H", "N", "H", "H"], "positions_angstrom": [[4.360, 2.862, 0.326], [-0.861, 4.181, -0.833], [-3.735, 0.827, 0.245], [0.090, -4.863, 3.006], [0.486, -6.082, -1.129], [-0.992, 2.713, -4.627], [3.912, 0.893, -0.458], [2.737, 3.363, -0.141], [-1.560, 0.723, -5.346], [0.912, -5.888, -2.824], [3.531, -5.115, -1.451], [1.886, 2.546, 2.622], [1.355, 4.408, 1.659], [2.734, -0.116, 2.505], [-5.047, 0.610, -0.262], [-4.273, -2.095, -2.662], [1.418, -3.821, -1.602], [-1.801, -1.395, 1.769], [0.455, 4.764, -3.326], [1.430, -2.298, 0.239], [-1.747, -1.563, -1.577], [-2.965, 3.420, -1.691], [-5.746, 8.773, 2.677], [0.434, 4.084, 3.110], [-2.245, 4.270, -0.844], [-2.004, -4.341, 0.557], [-3.182, -2.798, -3.089], [0.741, 1.670, -3.492], [-5.437, 7.773, 0.222], [-2.622, 5.138, 1.465], [-3.873, 6.119, -0.240], [-1.367, 1.236, -4.403], [-0.614, 2.133, 4.255], [1.999, 3.920, -3.521], [0.789, -5.512, 1.529], [2.818, 2.150, 1.654], [1.019, 4.082, -3.964], [3.215, 0.811, 1.574], [-4.497, 6.927, 0.688], [-2.821, 5.808, 3.680], [-4.855, 7.737, 3.032], [-5.861, 1.214, 0.111], [1.724, -2.886, -3.190], [3.394, 3.175, 0.712], [-3.541, 1.832, 1.336], [0.450, -5.389, -1.970], [-0.140, -1.160, -0.952], [-4.208, 6.899, 2.067], [3.537, 4.127, 1.222], [4.338, -1.522, 2.196], [1.189, -1.747, 3.947], [-3.282, -3.562, -3.848], [1.128, 4.513, -4.961], [0.420, 2.064, 4.608], [0.690, 3.052, 4.974], [1.986, -1.839, -3.017], [-6.221, -0.508, -1.639], [5.193, 0.579, 0.708], [2.536, -3.357, -3.744], [-2.244, 1.144, -3.757], [-4.135, -1.086, -1.686], [-2.695, -3.732, -0.025], [4.146, 0.374, 0.470], [-1.674, 3.391, -4.111], [-0.145, -1.288, 2.341], [2.146, 1.397, -2.607], [4.056, -0.690, 0.268], [-2.908, 5.178, 0.105], [-0.167, 0.704, -3.769], [0.178, -0.518, 4.670], [0.843, -2.891, -3.835], [-4.659, 7.590, 4.422], [-5.239, -0.329, -1.218], [-4.195, 1.601, 2.178], [-0.480, -3.400, 1.097], [3.305, -1.514, 2.537], [-3.220, 5.954, 2.398], [0.346, 2.811, -4.059], [-0.596, -5.217, -2.212], [0.573, -2.707, -0.317], [1.204, -0.757, 4.398], [-0.079, 1.730, 0.439], [1.372, 1.609, 3.527], [2.758, -2.221, 1.908], [1.558, -4.153, 2.346], [-1.292, -2.343, 3.175], [-0.983, -1.973, 2.195], [-2.690, 0.165, -0.185], [2.915, -4.747, 0.158], [-1.748, -5.223, -0.027], [-4.235, 6.246, -1.533], [-2.529, -4.676, 1.453], [3.744, -3.502, -0.775], [0.297, 4.072, -0.757], [1.419, 3.982, 2.659], [-3.545, 2.676, -2.369], [-4.546, 7.508, 5.570], [-5.255, -2.290, -3.075], [1.779, -0.830, 5.326], [3.053, -4.344, -0.846], [-1.702, 4.234, 1.917], [0.596, -4.590, 2.079], [-2.870, -0.803, -1.132], [-0.156, -0.128, -3.199], [-1.914, -2.513, -2.554], [-2.511, 1.810, 1.686], [-0.970, 2.981, -5.687], [0.430, 1.390, 5.461], [3.298, -1.915, 3.549], [1.779, 0.271, 3.453], [-3.775, 2.841, 0.996], [-6.470, 9.644, 2.448], [2.107, 4.606, 3.237], [-1.052, -3.051, -2.920]], "mulliken_charge": [0.470, -0.289, 0.462, 0.375, 0.292, -0.528, 0.210, 0.196, 0.353, 0.445, 0.397, 1.154, 0.428, 1.070, -1.075, -1.011, 0.389, 0.020, 0.247, -1.449, 1.178, 0.202, 0.169, 0.400, 0.293, -0.843, -1.226, 0.380, -0.355, -0.365, 0.703, -0.165, 0.315, 0.289, 0.292, 0.570, -0.939, 1.895, -0.057, -0.373, 0.136, 0.517, -0.973, -1.988, -0.901, -1.066, 1.330, 0.472, 0.463, 0.450, 0.317, 0.427, 0.300, -2.457, 0.455, 0.190, 0.459, 0.369, 0.502, -0.005, 1.500, 0.095, -1.980, 0.245, -0.618, -0.435, 0.045, 0.314, 0.068, 0.590, 0.258, 0.161, -1.063, 0.587, 0.124, -2.308, 0.087, 0.179, 0.292, 1.072, -2.477, 0.442, 1.305, 0.170, 0.301, 0.606, -0.092, 1.202, 0.276, 0.319, -0.365, 0.446, 0.277, -0.494, -2.177, -0.763, -0.751, 0.391, 0.403, -1.145, 0.245, -1.136, -1.521, -0.328, -0.912, -0.356, 0.347, 0.475, 0.473, 1.208, 0.152, -0.745, 0.347, 0.153], "multiplicity": 1, "homo_ha": -0.13730, "total_charge": -1, "homo_lumo_gap_ha": 0.191, "e_above_lowest_kcal_mol": 0.0, "e_tot_ev": -106912.77005}

***

4.
{"formula": "C18H18FeN3O4", "method": "wB97M-V/def2-TZVPD", "species": ["H", "H", "C", "H", "C", "H", "N", "C", "C", "C", "C", "C", "C", "H", "H", "H", "O", "H", "H", "C", "H", "C", "C", "H", "H", "C", "C", "H", "H", "C", "H", "O", "Fe", "C", "C", "H", "H", "N", "H", "O", "N", "C", "O", "C"], "positions_angstrom": [[3.911, 0.679, 5.075], [-3.427, -2.421, -1.018], [3.340, 0.246, 3.060], [3.374, -1.549, -1.572], [2.530, -0.860, -1.495], [0.121, 0.525, -3.820], [1.986, -0.861, -0.133], [-2.700, 3.214, -2.837], [2.695, -0.328, 0.794], [1.404, -1.284, -2.432], [-1.190, 1.772, -0.914], [-1.872, 2.191, -3.232], [-1.595, -3.278, -0.360], [-2.814, -0.312, -0.599], [-2.069, 3.101, 0.508], [1.674, -1.160, -3.484], [0.060, -0.932, 1.943], [-0.104, -0.731, 4.471], [-3.275, 3.773, -3.562], [-1.133, 1.447, -2.298], [1.686, 0.034, 5.982], [0.867, -0.453, 4.084], [1.057, -0.542, 2.687], [2.872, 0.146, -1.757], [-2.562, -0.599, 0.986], [3.128, 0.338, 4.412], [-2.788, -2.338, -0.139], [3.692, 0.047, 0.540], [1.155, -2.328, -2.235], [2.337, -0.202, 2.179], [-3.364, -2.707, 0.708], [-0.435, -2.702, -0.388], [-0.141, -0.796, 0.013], [-2.031, 2.843, -0.542], [-2.770, 3.533, -1.476], [4.304, 0.515, 2.643], [-3.410, 4.344, -1.150], [0.267, -0.478, -2.041], [-1.781, 1.939, -4.282], [-0.492, 1.158, 0.004], [-2.363, -0.943, 0.053], [1.872, -0.026, 4.917], [-1.811, -4.461, -0.513], [-0.208, 0.447, -2.779]], "mulliken_spin": [0.001, 0.001, -0.005, 0.002, 0.001, 0.005, 0.063, 0.014, 0.016, 0.007, 0.012, -0.007, 0.001, -0.006, -0.001, 0.003, 0.127, 0.000, 0.001, 0.007, 0.000, 0.020, 0.022, -0.001, -0.003, 0.009, 0.000, 0.006, -0.001, -0.015, 0.002, 0.120, 4.303, 0.017, -0.006, -0.001, 0.000, 0.079, -0.001, 0.124, 0.085, -0.003, 0.018, -0.018], "multiplicity": 6, "homo_ha": [-0.30012, -0.30029], "s2": 8.759, "homo_lumo_gap_ha": [0.299, 0.277], "e_above_lowest_kcal_mol": 1.3, "e_tot_ev": -66007.77335}